DFT (the ωB97M-V functional and the def2-TZVPD basis) results for a structure of composition C25H28CaN6O3S.

Structure (XYZ):
```
64
Properties=species:S:1:pos:R:3:forces:R:3:lowdin_spin:R:1
H 2.14286 -1.19209 5.01668 -0.002 -0.003 0.000 0.0000
C 1.30846 -1.44601 4.37453 0.026 0.035 -0.003 0.0000
H 2.06322 0.80098 2.22334 0.005 0.008 -0.004 0.0000
C 1.82038 -3.96373 -0.03476 -0.008 -0.001 0.006 0.0000
C -2.36037 4.06453 -0.76204 -0.039 -0.017 -0.036 0.0002
C 0.45240 -0.69503 -4.53013 0.094 0.109 -0.014 0.0000
H -0.90974 4.22778 1.68384 0.009 -0.006 -0.001 0.0001
C 0.89729 -0.56269 3.38740 -0.052 0.021 -0.006 0.0001
N 0.62959 1.87884 3.23892 -0.023 -0.001 -0.050 0.0003
O 0.40583 2.04071 0.99948 0.048 0.161 -0.026 0.0069
C -2.68888 0.45157 1.39302 -0.197 0.052 -0.014 0.5910
H 0.89832 -4.54314 -0.07253 0.001 -0.001 0.003 0.0001
H 2.42976 -4.23056 -0.90389 -0.001 0.003 -0.003 0.0000
C -0.51080 5.61328 -0.71088 0.015 -0.032 0.000 0.0002
H -4.14971 4.74906 0.19716 0.003 -0.004 0.006 0.0008
H 0.93450 -1.21326 -5.34555 0.011 0.013 -0.001 0.0000
N 1.94677 -0.22492 -0.02111 0.101 0.008 0.187 0.0000
H 2.33096 0.92684 3.96472 -0.002 -0.005 0.001 0.0000
H -0.86231 7.49400 0.26617 0.002 -0.001 -0.003 0.0000
C 1.43044 -2.51874 -0.02479 -0.023 0.064 -0.057 -0.0001
H 4.14555 -2.46136 -0.62449 0.001 -0.002 0.002 0.0000
N -0.12109 -0.82678 2.56843 0.013 0.058 0.018 0.0009
H 1.51635 -1.43145 -2.70633 -0.010 -0.016 -0.014 0.0000
C -0.87126 0.59984 -3.28804 0.054 0.058 0.029 0.0000
H 0.93258 -3.36178 5.27473 0.001 0.000 0.000 0.0000
C 2.40206 -1.42352 0.03356 0.033 -0.025 0.005 0.0000
H 0.17398 2.07765 4.11383 0.009 -0.010 0.003 0.0000
H -3.70442 2.91503 -1.96072 0.021 0.008 -0.023 0.0001
C -3.12844 4.99917 -0.06999 -0.007 -0.017 -0.007 0.0005
O -0.80332 -2.91520 -0.15022 0.074 -0.229 0.010 0.0043
Ca -0.66640 0.10746 -0.05760 0.223 0.143 -0.027 0.0210
O 2.93943 0.77319 0.09564 0.043 -0.062 -0.090 0.0000
N -1.98916 1.75710 -1.54008 -0.093 -0.014 0.011 0.0018
C -1.85643 1.50435 -2.79270 0.073 -0.055 -0.029 0.0003
H -1.60222 -2.14149 2.03659 -0.009 -0.006 0.003 0.0052
C -1.05303 3.37933 2.35047 0.040 -0.011 0.031 0.0090
H -3.20779 6.93651 0.84164 -0.003 -0.004 0.002 0.0000
H -0.43480 3.65194 -1.58918 0.006 -0.005 0.004 0.0000
H -1.10087 3.72111 3.38468 0.003 -0.001 -0.004 0.0010
N 0.19228 -2.11147 -0.08545 -0.113 -0.212 0.012 0.0001
H 4.03709 -2.25904 1.11580 0.008 0.001 0.001 0.0000
C -2.59816 6.22499 0.29769 0.015 0.013 -0.007 0.0001
H 2.40011 1.56881 0.00959 -0.049 0.028 0.055 0.0001
C 0.62993 -2.64808 4.51806 -0.018 -0.017 -0.009 0.0003
H 4.48148 -0.87283 0.09775 -0.003 -0.003 -0.002 0.0000
S -4.00709 0.79306 2.20676 0.027 0.007 0.091 0.3300
H -2.50960 1.98884 -3.53062 0.006 0.026 0.007 0.0000
H -1.10016 0.58329 -5.49510 -0.010 -0.012 -0.001 0.0000
C 3.85931 -1.75945 0.16023 -0.008 -0.006 0.006 0.0000
N -0.03014 -0.03688 -2.41097 -0.071 0.009 -0.190 0.0000
H -1.00553 -3.83081 3.76050 -0.002 0.001 0.001 0.0000
C -0.78692 -1.96692 2.72754 0.020 0.002 -0.020 0.0052
C -0.44304 -2.91055 3.68736 0.014 0.005 0.011 0.0004
C 0.76158 -0.80811 -3.16672 -0.081 -0.031 0.007 0.0000
H 0.51883 5.84240 -0.95819 -0.002 0.002 0.000 0.0000
C 0.04490 2.38030 2.12728 -0.083 0.043 0.102 0.0067
C -1.28169 6.53827 -0.02363 -0.023 0.007 0.021 0.0000
H 2.37902 -4.25169 0.86160 0.006 -0.006 -0.005 0.0000
C -1.04522 4.38247 -1.07552 0.004 0.035 -0.025 0.0001
C -2.97663 2.73543 -1.15434 0.007 0.062 0.051 0.0020
C -0.59276 0.22945 -4.60884 -0.090 -0.083 -0.021 0.0000
C 1.57259 0.77578 3.19475 0.010 -0.041 0.024 0.0000
H -3.53428 2.35876 -0.29345 -0.014 -0.021 -0.015 0.0007
H -1.99415 2.88786 2.09205 0.008 -0.017 0.000 0.0105
```
Forces are in eV/Å.

Results
**LUMO level (alpha / beta)**: 2.51 / 2.51 eV
**Charge**: -1
**⟨S²⟩**: 0.7553
**Strongest force on any atom**: 0.27 eV/A
**Multiplicity**: 2
**Gap between HOMO and LUMO (alpha / beta)**: 4.8 / 6.7 eV
**Energy**: -2599.5395 a.u.